ORCA calculation (ωB97M-V/def2-TZVPD) on a structure of composition C48H57F11N6O7PTi at a distorted geometry.

Last column: Löwdin spin population.
Cartesian coordinates (Å):
Ti  0.744  -0.399  0.187  0.076
P  -3.106  1.365  1.669  0.000
F  2.053  -4.895  -1.634  0.000
F  -0.639  -4.096  -1.536  0.000
F  2.570  -3.581  1.942  0.000
F  -0.183  -5.697  -0.160  0.000
F  2.226  -5.513  1.048  0.000
F  0.699  -4.597  2.283  0.000
F  1.699  -2.791  -2.001  0.000
F  -1.384  5.807  0.982  -0.005
F  -1.307  -3.982  0.514  0.000
F  3.266  -3.400  -0.652  0.000
F  1.286  -0.066  6.455  0.000
O  0.810  1.432  0.079  0.057
O  4.543  0.216  -1.049  -0.008
O  0.743  -2.347  0.483  0.002
O  2.574  -0.384  -0.206  -0.003
O  -1.869  1.148  0.884  0.000
O  -2.317  -1.767  -1.669  0.001
O  -0.505  -0.561  -1.221  0.006
N  -3.869  -0.085  1.856  0.000
N  -2.769  2.170  3.071  0.000
N  0.620  7.784  0.929  0.033
N  0.286  10.568  2.550  0.784
N  -4.310  2.321  1.034  0.000
N  3.770  4.248  -0.262  0.105
C  1.647  -4.342  1.362  0.000
C  0.165  4.101  0.545  0.103
C  -1.461  2.005  3.732  0.001
C  3.095  1.948  -0.335  0.013
C  1.017  -3.611  0.132  0.000
C  0.263  9.196  2.976  0.097
C  -3.784  2.650  4.014  0.000
C  2.482  4.672  0.099  0.025
C  -4.485  -0.526  -2.680  0.000
C  0.886  6.423  0.698  0.099
C  -3.958  -2.371  2.429  0.000
C  -3.406  0.430  -3.132  0.000
C  -2.042  0.297  -2.816  0.000
C  0.387  1.082  -3.182  0.000
C  -1.564  2.221  -4.185  0.000
C  4.050  2.910  -0.451  0.177
C  0.846  -0.298  2.331  -0.002
C  -5.114  3.078  -1.088  0.000
C  4.877  5.189  -0.271  0.005
C  -1.107  1.186  -3.377  0.000
C  1.462  3.693  0.211  0.007
C  5.402  5.503  1.123  0.004
C  0.487  -1.228  4.563  0.000
C  1.522  0.763  2.940  0.002
C  0.357  -1.295  3.180  0.001
C  2.026  -3.676  -1.058  0.000
C  -5.376  -1.806  2.351  0.000
C  1.095  8.775  -0.019  0.011
C  1.777  2.328  -0.008  0.227
C  2.188  5.999  0.355  0.022
C  -4.021  4.022  -0.592  0.000
C  -0.299  -4.357  -0.273  0.000
C  1.690  0.848  4.319  0.000
C  -0.093  5.440  0.747  0.022
C  -3.148  2.406  5.380  0.000
C  -0.302  8.190  1.958  0.028
C  3.474  0.522  -0.574  -0.007
C  -3.810  1.492  -3.938  0.000
C  2.380  9.515  0.358  0.010
C  -3.147  -1.361  1.626  0.000
C  -4.891  1.827  -0.238  0.000
C  -3.369  3.545  -5.332  0.000
C  1.153  -0.149  5.104  0.001
C  -1.622  -0.790  -1.860  0.001
C  -4.059  3.775  0.910  0.000
C  -1.667  2.658  5.096  0.000
C  -2.910  2.405  -4.463  0.000
C  -5.139  -0.310  2.543  0.000
H  4.564  6.099  -0.789  0.002
H  0.688  1.519  -2.228  0.000
H  -5.794  -1.988  1.357  0.000
H  -4.866  1.599  -4.166  0.000
H  2.218  1.673  4.782  0.000
H  -3.141  4.056  1.419  0.000
H  -6.099  3.508  -0.886  0.000
H  5.064  2.657  -0.721  0.013
H  -3.050  3.716  -0.991  0.000
H  0.096  -2.004  5.212  0.000
H  6.233  6.210  1.071  0.000
H  0.891  1.628  -3.981  0.000
H  -3.562  3.051  6.156  0.000
H  -0.625  3.359  0.608  0.007
H  2.703  10.142  -0.477  0.000
H  0.293  9.508  -0.170  0.004
H  -3.140  -1.610  0.565  0.000
H  -4.886  4.330  1.367  0.000
H  -4.190  5.067  -0.854  0.000
H  4.622  5.936  1.751  0.001
H  -4.422  -0.774  -1.624  0.000
H  -5.814  1.269  -0.061  0.000
H  -5.933  0.311  2.121  0.000
H  -4.184  1.161  -0.735  0.000
H  1.258  8.886  3.298  0.000
H  5.755  4.591  1.606  0.001
H  0.738  0.053  -3.192  0.000
H  -4.455  3.642  -5.315  0.000
H  -2.112  -1.294  1.954  0.000
H  3.186  8.817  0.585  0.000
H  -1.202  0.950  3.843  0.000
H  -1.218  8.626  1.526  -0.001
H  -4.737  2.137  3.882  0.000
H  -0.608  7.304  2.506  0.001
H  -3.971  3.722  3.866  0.000
H  -3.299  1.365  5.680  0.000
H  -5.071  -0.081  3.616  0.000
H  -6.060  -2.218  3.093  0.000
H  -0.835  2.905  -4.610  0.000
H  1.930  1.569  2.341  0.001
H  -3.622  -2.380  3.471  0.000
H  -5.464  -0.089  -2.892  0.000
H  2.965  6.746  0.323  0.001
H  -0.132  -2.163  2.756  0.000
H  -0.999  2.243  5.850  0.000
H  -0.397  9.151  3.860  0.043
H  -3.863  -3.381  2.032  0.000
H  5.666  4.748  -0.879  0.001
H  -5.047  2.856  -2.154  0.000
H  -2.939  4.491  -4.997  0.000
H  1.237  8.275  -0.980  0.001
H  -3.062  3.398  -6.370  0.000
H  -0.631  10.749  2.127  0.023
H  -0.672  2.472  3.146  0.001
H  -1.483  3.735  5.033  0.000
H  2.238  10.162  1.224  0.004
H  -4.401  -1.476  -3.209  0.000

The LUMO energy (alpha / beta) is 2.2 / 1.0 eV. The HOMO-LUMO gap (alpha / beta) comes out at 0.19057 / 0.26215 Eh. The expectation value of S² is 2.040. The net charge is -1. The value obtained for the energy is -5008.1918 Ha. As for the spin multiplicity: 3.

ORCA calculation (ωB97M-V/def2-TZVPD) on a structure of composition C48H57F21N9O12S6V at a distorted geometry.

Last column: Löwdin spin population.
Cartesian coordinates (Å):
V  -20.275  9.361  -17.509  2.667
S  -23.469  9.663  -17.424  0.006
S  -18.746  6.479  -17.687  0.012
S  -20.166  12.561  -16.968  0.013
S  -19.147  11.229  -14.909  0.012
S  -16.941  8.370  -17.637  0.013
S  -22.871  7.829  -19.150  0.013
F  -25.230  10.852  -19.101  0.000
F  -17.247  5.028  -15.894  0.001
F  -21.596  8.585  -21.518  0.000
F  -24.029  12.262  -17.945  0.000
F  -18.366  14.526  -17.656  0.001
F  -20.387  7.265  -20.306  0.004
F  -21.162  10.086  -13.451  0.001
F  -17.452  12.652  -17.092  0.000
F  -18.070  6.852  -14.989  0.000
F  -22.564  9.241  -9.657  0.000
F  -20.196  11.798  -12.551  0.001
F  -17.272  7.835  -20.214  0.000
F  -21.621  12.138  -14.087  0.000
F  -15.184  7.871  -19.613  0.001
F  -16.336  9.717  -19.884  0.001
F  -26.150  10.660  -15.263  0.000
F  -23.117  11.177  -19.590  0.001
F  -19.316  5.197  -15.345  0.001
F  -18.437  12.705  -18.906  0.001
F  -22.099  6.510  -21.396  0.000
F  -22.768  15.131  -17.587  0.000
O  -24.601  8.812  -17.061  0.007
O  -18.338  12.410  -14.719  0.009
O  -20.129  6.053  -17.843  0.008
O  -20.631  13.646  -16.095  0.005
O  -16.106  7.389  -16.938  0.008
O  -22.885  10.372  -16.280  0.007
O  -21.009  12.254  -18.139  0.008
O  -18.503  9.950  -14.652  0.006
O  -16.838  9.779  -17.134  0.005
O  -22.907  6.540  -18.423  0.004
O  -17.776  5.869  -18.602  0.001
O  -24.111  8.304  -19.708  0.005
N  -19.867  10.926  -16.352  0.037
N  -18.757  8.058  -17.663  0.053
N  -19.681  10.095  -19.572  0.005
N  -16.479  15.521  -10.110  0.000
N  -22.038  8.938  -18.290  0.041
N  -23.141  16.005  -12.915  0.000
N  -11.723  15.286  -18.124  0.000
N  -12.776  14.579  -13.840  0.000
N  -22.635  19.083  -15.747  0.000
C  -20.675  11.312  -13.691  0.002
C  -12.562  14.606  -17.686  0.000
C  -18.499  13.192  -17.684  0.004
C  -24.110  16.978  -21.040  0.000
C  -14.992  13.872  -19.368  0.000
C  -15.368  14.154  -13.895  0.000
C  -15.957  16.183  -15.384  0.000
C  -24.332  13.623  -12.931  0.000
C  -20.373  6.753  -11.023  0.000
C  -25.631  8.398  -11.790  0.000
C  -24.044  11.077  -18.609  0.000
C  -19.529  10.439  -20.672  0.022
C  -24.836  13.295  -11.525  0.000
C  -18.302  5.833  -15.842  0.004
C  -24.618  9.243  -12.270  0.000
C  -19.220  7.539  -11.119  0.000
C  -21.911  18.247  -15.365  0.000
C  -19.211  10.863  -22.089  0.003
C  -23.438  17.107  -18.775  0.000
C  -19.185  8.887  -10.789  0.000
C  -21.008  12.656  -21.932  0.000
C  -16.145  15.447  -14.014  0.000
C  -19.857  15.382  -11.810  0.000
C  -23.919  17.792  -19.902  0.000
C  -21.648  7.538  -20.660  0.002
C  -26.787  8.243  -12.546  0.000
C  -21.490  8.722  -10.173  0.000
C  -26.962  8.974  -13.708  0.000
C  -17.478  14.929  -10.003  0.000
C  -23.719  14.958  -12.951  0.000
C  -18.748  14.112  -9.829  0.000
C  -24.783  10.035  -13.438  0.000
C  -23.804  13.077  -10.376  0.000
C  -20.919  17.285  -14.890  0.000
C  -13.570  13.658  -17.148  0.000
C  -19.495  17.653  -15.324  0.000
C  -19.322  17.973  -16.801  0.000
C  -20.014  14.863  -10.391  0.000
C  -25.959  9.888  -14.133  0.000
C  -23.691  14.936  -19.839  0.000
C  -14.354  13.005  -18.303  0.000
C  -13.913  14.394  -13.856  0.000
C  -24.051  15.610  -21.020  0.000
C  -20.534  11.404  -22.724  0.001
C  -16.386  8.442  -19.493  0.003
C  -21.537  7.426  -10.604  0.000
C  -20.361  9.465  -10.297  0.000
C  -23.286  15.707  -18.745  0.000
H  -23.969  10.645  -13.803  0.000
H  -21.178  17.098  -13.848  0.000
H  -23.496  14.050  -9.991  0.000
H  -18.283  18.253  -16.975  0.000
H  -24.177  14.996  -21.900  0.000
H  -19.949  18.782  -17.175  0.000
H  -15.165  12.404  -17.891  0.000
H  -21.318  10.651  -22.807  0.000
H  -15.731  14.515  -18.890  0.000
H  -18.833  10.006  -22.646  0.001
H  -25.595  14.053  -11.331  0.000
H  -19.480  17.055  -17.368  0.000
H  -16.706  16.967  -15.495  0.000
H  -20.748  15.924  -12.129  0.000
H  -13.141  12.994  -16.398  0.000
H  -14.934  16.549  -15.471  0.000
H  -21.238  16.390  -15.425  0.000
H  -20.120  15.704  -9.706  0.000
H  -14.243  14.581  -19.720  0.000
H  -25.544  7.835  -10.873  0.000
H  -23.677  12.861  -13.353  0.000
H  -25.466  12.406  -11.557  0.000
H  -18.310  9.520  -10.820  0.000
H  -20.438  10.484  -9.948  0.000
H  -19.063  18.477  -14.756  0.000
H  -24.322  17.462  -21.982  0.000
H  -27.879  8.879  -14.271  0.000
H  -21.944  13.034  -22.345  0.000
H  -15.891  16.149  -13.219  0.000
H  -20.268  13.456  -21.905  0.000
H  -18.795  13.208  -10.436  0.000
H  -20.340  5.725  -11.352  0.000
H  -27.575  7.564  -12.258  0.000
H  -23.556  13.872  -19.959  0.000
H  -19.649  14.580  -12.518  0.000
H  -25.229  13.680  -13.548  0.000
H  -22.898  12.593  -10.741  0.000
H  -13.723  12.274  -18.810  0.000
H  -14.255  14.264  -16.555  0.000
H  -20.900  14.243  -10.257  0.000
H  -24.118  12.469  -9.528  0.000
H  -16.085  15.498  -16.222  0.000
H  -18.251  7.172  -11.425  0.000
H  -18.835  13.902  -8.763  0.000
H  -17.160  15.122  -13.783  0.000
H  -15.569  13.649  -12.950  0.000
H  -21.240  12.294  -20.931  0.000
H  -18.448  11.635  -22.186  0.001
H  -15.563  13.512  -14.754  0.000
H  -23.121  17.577  -17.856  0.000
H  -23.670  9.174  -11.755  0.000
H  -19.026  16.087  -11.832  0.000
H  -15.360  13.300  -20.219  0.000
H  -18.913  16.777  -15.038  0.000
H  -20.435  11.781  -23.742  0.000
H  -23.956  18.867  -19.992  0.000
H  -22.381  6.765  -10.472  0.000

The LUMO energy (alpha / beta) is 1.7 / 1.7 eV. The HOMO-LUMO gap (alpha / beta) comes out at 0.29922 / 0.34728 Eh. The expectation value of S² is 3.756. The net charge is -1. The value obtained for the energy is -8689.1276 Ha. As for the spin multiplicity: 4.